Entry one
This record from OMol25 describes 2 unconnected molecules or ions with the total composition C3H7O3. The level of theory is ωB97M-V/def2-TZVPD.

## Properties
HOMO: -4.007 eV

```
! wB97M-V def2-TZVPD RIJCOSX def2/J DEFGRID3
* xyz -1 1
C -0.2210 -2.6229 -0.5352
C -0.5636 -1.1298 -0.4291
O -1.6247 -0.7879 0.1215
O 0.3571 -0.3740 -0.8797
H 0.5629 -2.7627 -1.2605
H -1.1510 -3.1276 -0.8134
H 0.2503 -2.6848 0.4581
C 0.5548 1.7618 1.0790
O 1.2708 2.8405 0.3879
H 0.7356 3.0194 -0.4010
H 1.2458 1.6014 1.9275
H 0.5182 0.8382 0.4766
H -0.3655 2.2165 1.4506
*
```

Charges obtained by Löwdin population analysis, quoted in units of e: atom 1 (C): -0.06, atom 2 (C): -0.80, atom 3 (O): -0.08, atom 4 (O): -0.14, atom 5 (H): 0.04, atom 6 (H): 0.06, atom 7 (H): 0.07, atom 8 (C): -0.14, atom 9 (O): -0.18, atom 10 (H): 0.06, atom 11 (H): 0.07, atom 12 (H): 0.03, atom 13 (H): 0.07

***

Entry two
This record from OMol25 describes 2 unconnected molecules or ions with the total composition C3H7O3. The level of theory is ωB97M-V/def2-TZVPD.

## Properties
HOMO: -4.321 eV

```
! wB97M-V def2-TZVPD RIJCOSX def2/J DEFGRID3
* xyz -1 1
C 1.1543 2.1350 -0.9281
O 0.0090 2.3829 -0.1286
H -0.2761 1.5449 0.2826
H 1.9211 1.6331 -0.3474
H 1.5256 3.1205 -1.2368
H 0.8867 1.5790 -1.8323
C 0.1030 -1.4621 -0.9155
C -0.4389 -1.2367 0.5302
O -0.7367 -0.0432 0.8244
O -0.5132 -2.2485 1.2551
H 0.8966 -0.7463 -1.0706
H -0.7242 -1.3233 -1.6272
H 0.3316 -2.5211 -1.0447
*
```

Charges obtained by Löwdin population analysis, quoted in units of e: atom 1 (C): -0.20, atom 2 (O): -0.16, atom 3 (H): 0.01, atom 4 (H): 0.07, atom 5 (H): 0.06, atom 6 (H): 0.06, atom 7 (C): -0.04, atom 8 (C): -0.75, atom 9 (O): -0.10, atom 10 (O): -0.09, atom 11 (H): 0.03, atom 12 (H): 0.06, atom 13 (H): 0.05

***

Entry three
This record from OMol25 describes 2 unconnected molecules or ions with the total composition C3H7O3. The level of theory is ωB97M-V/def2-TZVPD.

## Properties
HOMO: -4.043 eV

```
! wB97M-V def2-TZVPD RIJCOSX def2/J DEFGRID3
* xyz -1 1
O 1.5130 -2.5958 0.3092
C 0.9152 -1.5194 0.5036
O 1.2397 -0.5794 1.2663
C -0.3607 -1.1648 -0.3464
C -0.0558 0.0372 -1.2002
H -0.8541 -2.0091 -0.9073
H -1.1759 -0.9415 0.3824
H 0.9357 0.5035 -0.9724
H -0.0111 -0.2021 -2.3234
H -0.7519 0.9152 -1.0958
H -0.8548 1.8730 1.2975
H 0.1756 2.8530 1.7269
O -0.7151 2.8304 1.3595
*
```

Charges obtained by Löwdin population analysis, quoted in units of e: atom 1 (O): -0.09, atom 2 (C): -0.77, atom 3 (O): -0.11, atom 4 (C): -0.22, atom 5 (C): -0.17, atom 6 (H): 0.10, atom 7 (H): 0.09, atom 8 (H): 0.07, atom 9 (H): 0.07, atom 10 (H): 0.06, atom 11 (H): 0.03, atom 12 (H): 0.03, atom 13 (O): -0.08

***

Least stable of them? entry one.

***

Entry one
This record from OMol25 describes 2 unconnected molecules or ions with the total composition C3H7O3. The level of theory is ωB97M-V/def2-TZVPD.

## Properties
HOMO: -4.369 eV

```
! wB97M-V def2-TZVPD RIJCOSX def2/J DEFGRID3
* xyz -1 1
C 1.0586 -0.1220 2.0015
O 0.4588 -1.2159 1.3187
H -0.2516 -0.8497 0.7292
H 0.8325 0.8315 1.5156
H 2.1233 -0.3088 2.0648
H 0.7026 -0.1159 3.0381
C -0.2114 0.6999 -1.6192
C -1.4335 -0.2559 -1.4065
O -1.6275 -0.6454 -0.2157
O -2.0731 -0.5791 -2.4201
H 0.1727 0.5100 -2.6210
H 0.5737 0.2890 -0.9576
H -0.3252 1.7624 -1.4276
*
```

Charges obtained by Löwdin population analysis, quoted in units of e: atom 1 (C): -0.20, atom 2 (O): -0.17, atom 3 (H): 0.00, atom 4 (H): 0.07, atom 5 (H): 0.05, atom 6 (H): 0.06, atom 7 (C): -0.04, atom 8 (C): -0.75, atom 9 (O): -0.11, atom 10 (O): -0.08, atom 11 (H): 0.05, atom 12 (H): 0.05, atom 13 (H): 0.05

***

Entry two
This record from OMol25 describes 2 unconnected molecules or ions with the total composition C3H7O3. The level of theory is ωB97M-V/def2-TZVPD.

## Properties
HOMO: -4.487 eV

```
! wB97M-V def2-TZVPD RIJCOSX def2/J DEFGRID3
* xyz -1 1
O -0.3061 1.1774 1.1401
C -0.0782 0.5840 0.0436
O 0.1467 1.1015 -1.0618
C -0.1538 -0.9552 0.1123
C -1.2188 -1.4777 -0.8526
H -0.3047 -1.1787 1.1631
H 0.7868 -1.3905 -0.2176
H -0.8492 -1.2243 -1.8441
H -2.1805 -0.9747 -0.7379
H -1.3846 -2.5608 -0.8697
H 2.1443 2.7431 0.4813
H 1.2499 1.8659 1.3149
O 2.1482 2.2900 1.3284
*
```

Charges obtained by Löwdin population analysis, quoted in units of e: atom 1 (O): -0.11, atom 2 (C): -0.74, atom 3 (O): -0.05, atom 4 (C): -0.19, atom 5 (C): -0.13, atom 6 (H): 0.09, atom 7 (H): 0.10, atom 8 (H): 0.06, atom 9 (H): 0.07, atom 10 (H): 0.05, atom 11 (H): 0.01, atom 12 (H): -0.02, atom 13 (O): -0.12

***

Entry three
This record from OMol25 describes 2 unconnected molecules or ions with the total composition C3H7O3. The level of theory is ωB97M-V/def2-TZVPD.

## Properties
HOMO: -4.383 eV

```
! wB97M-V def2-TZVPD RIJCOSX def2/J DEFGRID3
* xyz -1 1
C 2.2302 1.2117 0.0271
O 2.1072 0.3019 1.1310
H 1.1542 0.0753 1.2113
H 3.2733 1.5337 -0.0188
H 1.7259 2.1269 0.2415
H 1.8396 0.6908 -0.8308
C -2.3884 -1.0196 -0.3476
C -0.9064 -0.6144 -0.0978
O -0.3098 -0.1573 -1.0979
O -0.4788 -0.7628 1.0659
H -2.7882 -0.5260 -1.2215
H -3.0486 -0.7875 0.4885
H -2.4102 -2.0726 -0.5509
*
```

Charges obtained by Löwdin population analysis, quoted in units of e: atom 1 (C): -0.18, atom 2 (O): -0.17, atom 3 (H): 0.02, atom 4 (H): 0.06, atom 5 (H): 0.05, atom 6 (H): 0.05, atom 7 (C): -0.05, atom 8 (C): -0.76, atom 9 (O): -0.08, atom 10 (O): -0.08, atom 11 (H): 0.04, atom 12 (H): 0.05, atom 13 (H): 0.04

***

Least stable of them? entry one.

***

Entry one
This record from OMol25 describes 2 unconnected molecules or ions with the total composition C3H4N2S. The level of theory is ωB97M-V/def2-TZVPD.

## Properties
HOMO: -8.238 eV

```
! wB97M-V def2-TZVPD RIJCOSX def2/J DEFGRID3
* xyz 0 1
C -0.1287 0.9673 0.7412
C 2.2486 -0.6160 0.0262
C -2.0814 0.1651 -0.4879
N -1.0874 0.7152 0.0642
N 1.6952 -1.6605 0.2099
S 3.2076 0.5649 -0.2756
H 0.4028 1.8993 0.7598
H -3.0579 0.2626 -0.0490
H -1.9675 -0.3418 -1.4298
H 0.7686 -1.9562 0.4409
*
```

Charges obtained by Löwdin population analysis, quoted in units of e: atom 1 (C): 0.03, atom 2 (C): -0.93, atom 3 (C): -0.04, atom 4 (N): -0.14, atom 5 (N): 0.13, atom 6 (S): 0.70, atom 7 (H): 0.04, atom 8 (H): 0.06, atom 9 (H): 0.06, atom 10 (H): 0.08

***

Entry two
This record from OMol25 describes a single C3H4N2S molecule. The level of theory is ωB97M-V/def2-TZVPD.

## Properties
HOMO: -8.622 eV
SMILES string: Sn1cccn1

```
! wB97M-V def2-TZVPD RIJCOSX def2/J DEFGRID3
* xyz 0 1
C -0.0106 0.9979 0.0145
C -1.3328 0.6295 -0.1824
C -1.0812 -0.8433 -0.0720
H 2.5387 -1.2504 0.0850
H 0.4180 2.0099 -0.0547
H -2.1818 1.2611 0.1701
H -1.7712 -1.6124 0.0513
N 0.8211 -0.0128 0.1411
N 0.1620 -1.2218 -0.0600
S 2.4379 0.0423 -0.0930
*
```

Charges obtained by Löwdin population analysis, quoted in units of e: atom 1 (C): -0.23, atom 2 (C): -0.02, atom 3 (C): -0.17, atom 4 (H): -0.13, atom 5 (H): 0.12, atom 6 (H): 0.10, atom 7 (H): 0.08, atom 8 (N): -0.61, atom 9 (N): 0.03, atom 10 (S): 0.84

***

Least stable of them? entry one.

***

Entry one
This record from OMol25 describes a single C3H4N2S molecule. The level of theory is ωB97M-V/def2-TZVPD.

## Properties
HOMO: -9.103 eV
SMILES string: Sc1cnc[nH]1

```
! wB97M-V def2-TZVPD RIJCOSX def2/J DEFGRID3
* xyz 0 1
C 0.1715 -0.1605 -0.1591
C -0.9711 -0.8982 -0.1879
C -1.3589 0.6755 1.1509
H 2.3721 -0.7938 -0.0396
H -1.0646 -1.8512 -0.7364
H -1.8196 1.4106 1.8136
H 0.4348 1.6979 0.8695
N -1.8951 -0.3682 0.6349
N -0.1331 0.8940 0.6510
S 1.7017 -0.1153 -0.9832
*
```

Charges obtained by Löwdin population analysis, quoted in units of e: atom 1 (C): -0.71, atom 2 (C): -0.17, atom 3 (C): -0.23, atom 4 (H): -0.13, atom 5 (H): 0.12, atom 6 (H): 0.13, atom 7 (H): 0.14, atom 8 (N): 0.05, atom 9 (N): 0.02, atom 10 (S): 0.78

***

Entry two
This record from OMol25 describes a single C3H4N2S molecule. The level of theory is ωB97M-V/def2-TZVPD.

## Properties
HOMO: -9.298 eV
SMILES string: C1=NN=CSC1

```
! wB97M-V def2-TZVPD RIJCOSX def2/J DEFGRID3
* xyz 0 1
C 0.4330 -0.1420 1.2955
C 0.3083 -0.0488 -1.3276
C -1.0365 -0.4581 1.0947
H 0.9561 -1.0987 1.2391
H 0.5925 0.3413 2.2726
H 0.7562 -0.1406 -2.3209
H -1.6563 -0.5776 1.9828
N -0.7703 -0.7220 -1.1663
N -1.5864 -0.5837 -0.0376
S 1.1012 0.9068 -0.0701
*
```

Charges obtained by Löwdin population analysis, quoted in units of e: atom 1 (C): -0.44, atom 2 (C): -0.50, atom 3 (C): -0.22, atom 4 (H): 0.08, atom 5 (H): 0.08, atom 6 (H): 0.07, atom 7 (H): 0.11, atom 8 (N): -0.05, atom 9 (N): 0.00, atom 10 (S): 0.87

***

Entry three
This record from OMol25 describes 2 unconnected molecules or ions with the total composition C3H4N2S. The level of theory is ωB97M-V/def2-TZVPD.

## Properties
HOMO: -8.682 eV

```
! wB97M-V def2-TZVPD RIJCOSX def2/J DEFGRID3
* xyz 0 1
C -0.0393 0.2446 -0.2207
C -1.3073 -0.3418 -0.2891
C -2.4683 -0.7284 -0.0180
H 2.5658 0.9274 0.5861
H 0.8379 -1.8681 -0.5490
H -0.0002 2.2059 -0.0384
H -3.6674 -0.6034 0.3600
N 0.9078 -0.7225 0.3660
N 0.5479 1.3997 -0.0524
S 2.6231 -0.5134 -0.1445
*
```

Charges obtained by Löwdin population analysis, quoted in units of e: atom 1 (C): -0.55, atom 2 (C): -0.12, atom 3 (C): 0.11, atom 4 (H): -0.01, atom 5 (H): 0.21, atom 6 (H): 0.03, atom 7 (H): 0.14, atom 8 (N): -0.42, atom 9 (N): 0.09, atom 10 (S): 0.52

***

Entry four
This record from OMol25 describes a single C3H4N2S molecule. The level of theory is ωB97M-V/def2-TZVPD.

## Properties
HOMO: -7.632 eV
SMILES string: S=c1[nH]cc[nH]1

```
! wB97M-V def2-TZVPD RIJCOSX def2/J DEFGRID3
* xyz 0 1
C -0.3558 -0.0202 -0.0228
C 1.8398 -0.6517 -0.0324
C 1.7855 0.6981 0.0176
H 0.2523 -2.0177 0.1828
H 2.5704 -1.4103 -0.0643
H 2.5433 1.4838 0.0316
H 0.1382 2.0050 -0.0881
N 0.5197 -1.0924 0.0007
N 0.4792 1.0711 0.0280
S -2.0071 -0.0043 -0.0023
*
```

Charges obtained by Löwdin population analysis, quoted in units of e: atom 1 (C): -0.90, atom 2 (C): -0.08, atom 3 (C): -0.11, atom 4 (H): 0.13, atom 5 (H): 0.10, atom 6 (H): 0.12, atom 7 (H): 0.14, atom 8 (N): 0.05, atom 9 (N): 0.04, atom 10 (S): 0.52

***

Least stable of them? entry three.

***

Entry one
This record from OMol25 describes a gas-phase ion, C5H11NO2 (charge -1). The level of theory is ωB97M-V/def2-TZVPD.

## Properties
HOMO (spin up / spin down): 1.087 / -3.077 eV

```
! wB97M-V def2-TZVPD RIJCOSX def2/J DEFGRID3
* xyz -1 2
C 0.4027 -0.3811 -1.9028
C 0.0420 0.0144 -0.4813
C -1.4886 0.5301 -0.2159
C -1.4531 1.7985 0.6087
O -2.4185 2.5110 0.7408
N 0.2277 -1.0840 0.4992
C 1.5495 -1.1427 0.9898
O 2.4640 -1.6473 0.0121
H -0.0150 -1.3628 -2.1864
H 0.1430 0.3551 -2.5947
H 1.5250 -0.3770 -2.0510
H 0.7237 0.8700 -0.1769
H -2.1574 -0.1992 0.3511
H -1.9398 0.6152 -1.1694
H -0.5276 2.1245 1.0432
H -0.3327 -1.8662 0.1293
H 1.7707 -0.0181 1.1113
H 1.8745 -1.7904 1.8952
H 2.6621 -2.5871 0.1396
*
```

Charges obtained by Löwdin population analysis, quoted in units of e: atom 1 (C): -0.09, atom 2 (C): -0.39, atom 3 (C): -0.19, atom 4 (C): -0.54, atom 5 (O): -0.18, atom 6 (N): -0.06, atom 7 (C): -0.33, atom 8 (O): -0.12, atom 9 (H): 0.08, atom 10 (H): 0.03, atom 11 (H): 0.08, atom 12 (H): 0.11, atom 13 (H): 0.09, atom 14 (H): 0.06, atom 15 (H): 0.03, atom 16 (H): 0.12, atom 17 (H): 0.13, atom 18 (H): 0.12, atom 19 (H): 0.06

***

Entry two
This record from OMol25 describes a gas-phase ion, C5H11NO2 (charge -1). The level of theory is ωB97M-V/def2-TZVPD.

## Properties
HOMO (spin up / spin down): 0.558 / -3.175 eV

```
! wB97M-V def2-TZVPD RIJCOSX def2/J DEFGRID3
* xyz -1 2
C -1.4054 -0.6466 -0.5521
N -0.2543 -0.2651 0.2585
C 0.3611 1.0134 0.0046
C 1.3876 1.2870 1.1244
O 2.7302 0.7843 0.8657
C 1.0221 1.0502 -1.3718
O 1.2526 -0.0225 -2.0072
C -2.0817 -1.8633 0.0332
H -2.1149 0.1877 -0.5356
H -1.0938 -0.8094 -1.5898
H 0.3813 -1.0455 0.1971
H -0.3686 1.8217 0.2092
H 1.0942 0.8796 2.1050
H 1.5654 2.3706 1.1303
H 2.8342 -0.0490 1.3253
H 1.4134 2.0279 -1.7250
H -2.3866 -1.7950 1.0772
H -2.9120 -2.1774 -0.5985
H -1.4249 -2.7485 0.0494
*
```

Charges obtained by Löwdin population analysis, quoted in units of e: atom 1 (C): -0.31, atom 2 (N): -0.07, atom 3 (C): -0.38, atom 4 (C): -0.24, atom 5 (O): -0.12, atom 6 (C): -0.42, atom 7 (O): -0.22, atom 8 (C): -0.13, atom 9 (H): 0.10, atom 10 (H): 0.10, atom 11 (H): 0.10, atom 12 (H): 0.11, atom 13 (H): 0.09, atom 14 (H): 0.10, atom 15 (H): 0.05, atom 16 (H): 0.05, atom 17 (H): 0.06, atom 18 (H): 0.05, atom 19 (H): 0.06

***

Least stable of them? entry one.